# 1
{"formula": "C43H38N4O3PPtS", "method": "wB97M-V/def2-TZVPD", "charge": 1, "homo_ev": -10.796, "energy_ev": -80681.3989, "lumo_ev": -3.12, "gap_ev": 7.679, "e_above_lowest_kcal_mol": 0.0, "species": ["Pt", "S", "C", "C", "C", "C", "C", "C", "N", "C", "C", "C", "C", "C", "C", "C", "H", "H", "H", "H", "H", "H", "H", "H", "N", "C", "C", "C", "C", "C", "C", "C", "C", "C", "C", "C", "C", "H", "H", "H", "H", "H", "H", "H", "H", "H", "H", "O", "C", "N", "C", "C", "O", "N", "C", "C", "C", "C", "C", "C", "C", "C", "C", "C", "C", "C", "H", "H", "H", "H", "H", "H", "H", "H", "H", "H", "H", "C", "P", "C", "C", "O", "H", "H", "H", "H", "H", "H", "H", "H", "H"], "coordinates": [[-0.5690, -0.2011, 1.1369], [-3.2282, -0.1603, 4.7335], [-4.2775, -0.4967, 3.3873], [-5.6460, -0.7338, 3.4070], [-6.2641, -1.0538, 2.2157], [-5.5291, -1.1570, 1.0322], [-4.1703, -0.9146, 1.0066], [-3.5393, -0.5540, 2.1989], [-2.1967, -0.2635, 2.3932], [-1.8922, -0.0939, 3.6604], [-0.4925, 0.0860, 4.0102], [-0.0467, 0.3665, 5.2983], [1.3097, 0.5576, 5.5102], [2.1880, 0.4745, 4.4324], [1.7332, 0.1862, 3.1501], [0.3860, -0.0328, 2.9180], [-6.2045, -0.6842, 4.3310], [-7.3267, -1.2514, 2.2025], [-6.0305, -1.4464, 0.1193], [-3.6146, -1.0613, 0.0952], [-0.7462, 0.4400, 6.1221], [1.6811, 0.7716, 6.5022], [3.2464, 0.6298, 4.5938], [2.4514, 0.1201, 2.3430], [-1.6032, 0.1244, -0.6940], [-1.7936, -0.8551, -1.7346], [-2.2343, -0.3436, -2.9542], [-2.4896, -1.1762, -4.0219], [-2.3034, -2.5377, -3.8480], [-1.8572, -3.0342, -2.6406], [-1.5651, -2.2179, -1.5316], [-1.0873, -2.8414, -0.2466], [-0.9958, -4.2473, -0.2037], [-0.6983, -4.9607, 0.9360], [-0.4804, -4.2932, 2.1246], [-0.4971, -2.9137, 2.1224], [-0.7721, -2.2019, 0.9623], [-2.4771, 0.5769, -0.4381], [-1.0035, 0.8804, -1.0574], [-2.3709, 0.7276, -3.0469], [-2.8298, -0.7734, -4.9657], [-2.5073, -3.2249, -4.6577], [-1.7460, -4.1011, -2.5760], [-1.1667, -4.8193, -1.0977], [-0.6429, -6.0397, 0.8882], [-0.2555, -4.8296, 3.0364], [-0.2474, -2.3886, 3.0308], [2.2465, -2.0348, 0.9897], [2.1643, -1.1648, 0.1629], [3.0893, -0.8648, -0.8028], [2.5874, 0.0920, -1.7729], [1.3073, 0.5431, -1.0563], [0.5705, 1.4521, -1.4181], [1.1191, -0.2258, 0.0388], [3.5263, 1.2708, -1.9945], [3.1139, 2.3304, -2.7985], [3.9679, 3.3927, -3.0418], [5.2452, 3.4048, -2.4976], [5.6607, 2.3484, -1.7034], [4.8030, 1.2854, -1.4501], [2.2656, -0.5953, -3.1053], [3.2183, -1.4503, -3.6516], [2.9924, -2.0771, -4.8645], [1.8097, -1.8515, -5.5554], [0.8645, -0.9896, -5.0254], [1.0900, -0.3607, -3.8075], [3.7507, -1.5840, -1.0450], [2.1240, 2.3207, -3.2347], [3.6379, 4.2118, -3.6671], [5.9131, 4.2318, -2.6968], [6.6548, 2.3462, -1.2772], [5.1312, 0.4766, -0.8123], [4.1633, -1.6152, -3.1471], [3.7448, -2.7364, -5.2755], [1.6344, -2.3381, -6.5051], [-0.0568, -0.7978, -5.5595], [0.3466, 0.3196, -3.4143], [1.0943, 3.4457, 1.2860], [-0.6621, 3.2969, 1.6251], [-1.4617, 4.7680, 0.9783], [-0.8435, 3.3633, 3.4119], [-1.2483, 2.0488, 1.0048], [1.5469, 4.2382, 1.8821], [1.2482, 3.6489, 0.2263], [1.5757, 2.4959, 1.5288], [-1.0195, 5.6675, 1.4063], [-2.5245, 4.7400, 1.2190], [-1.3466, 4.7906, -0.1049], [-0.4824, 4.3174, 3.7957], [-0.2649, 2.5577, 3.8657], [-1.8943, 3.2435, 3.6774]], "lowdin_charge": [1.474, 1.180, -0.434, -0.070, -0.063, -0.051, 0.003, -0.256, -0.061, -0.521, -0.289, -0.044, -0.058, -0.044, -0.084, -0.242, 0.117, 0.114, 0.115, 0.092, 0.111, 0.112, 0.114, 0.096, -0.034, -0.242, -0.034, -0.080, -0.062, -0.012, -0.090, -0.135, -0.026, -0.061, -0.057, -0.095, -0.198, 0.096, 0.049, 0.129, 0.114, 0.114, 0.097, 0.094, 0.113, 0.114, 0.095, 0.099, -0.531, 0.162, -0.258, -0.403, 0.021, 0.021, -0.140, -0.022, -0.067, -0.082, -0.074, -0.027, -0.124, -0.023, -0.064, -0.073, -0.066, -0.021, 0.149, 0.114, 0.106, 0.105, 0.106, 0.108, 0.117, 0.109, 0.107, 0.100, 0.095, -0.145, 0.595, -0.157, -0.143, -0.425, 0.068, 0.060, 0.041, 0.065, 0.063, 0.063, 0.069, 0.034, 0.067]}


# 2
{"formula": "C24H17ClN2O4Pd", "method": "wB97M-V/def2-TZVPD", "homo_ev": -7.629, "energy_ev": -52334.8484, "lumo_ev": -0.85, "gap_ev": 6.782, "e_above_lowest_kcal_mol": 14.8, "species": ["Pd", "C", "O", "C", "C", "C", "C", "C", "C", "N", "N", "C", "C", "O", "C", "C", "C", "C", "C", "C", "C", "C", "H", "H", "H", "H", "H", "H", "H", "H", "H", "H", "H", "H", "H", "Cl", "C", "C", "C", "C", "O", "C", "C", "O", "C", "H", "H", "H", "H"], "coordinates": [[1.2268, 0.4703, -0.8089], [2.7415, -2.0788, -2.3360], [1.5452, -1.3467, -2.0839], [0.3331, -1.9276, -2.3425], [0.1995, -3.1360, -3.0097], [-1.0661, -3.6467, -3.2598], [-2.1935, -2.9528, -2.8486], [-2.0521, -1.7473, -2.1806], [-0.7955, -1.2345, -1.9146], [-0.6019, 0.0052, -1.1970], [-1.6421, 0.5971, -0.8265], [-1.6545, 1.7751, -0.1774], [-0.5084, 2.5966, 0.0536], [0.6614, 2.3688, -0.3761], [-0.7061, 3.8240, 0.7979], [-1.9227, 4.1919, 1.2287], [-3.1115, 3.4208, 0.9571], [-4.3747, 3.8681, 1.3762], [-5.5050, 3.1421, 1.0924], [-5.3822, 1.9445, 0.3760], [-4.1512, 1.4907, -0.0369], [-2.9845, 2.2208, 0.2472], [2.7261, -3.0257, -1.7963], [3.5480, -1.4545, -1.9658], [2.8636, -2.2476, -3.4057], [1.0742, -3.6780, -3.3381], [-1.1628, -4.5906, -3.7796], [-3.1826, -3.3455, -3.0413], [-2.9160, -1.1935, -1.8439], [0.1797, 4.4097, 1.0025], [-2.0297, 5.1018, 1.8108], [-4.4428, 4.7987, 1.9282], [-6.4776, 3.4901, 1.4141], [-6.2673, 1.3660, 0.1418], [-4.0719, 0.5635, -0.5854], [6.1095, -1.7662, 4.4410], [4.7463, -1.5045, 3.3798], [3.5270, -2.1874, 3.6416], [2.4457, -2.0238, 2.8404], [2.4744, -1.1606, 1.6808], [1.4701, -1.0539, 0.9372], [3.7168, -0.4563, 1.4587], [3.9287, 0.4792, 0.4245], [3.1625, 0.9196, -0.4668], [4.8326, -0.6655, 2.3256], [3.4744, -2.8449, 4.5011], [1.5165, -2.5423, 3.0399], [4.9405, 0.9025, 0.3920], [5.7586, -0.1358, 2.1322]], "lowdin_charge": [1.071, -0.033, -0.181, -0.216, -0.011, -0.074, -0.078, -0.010, -0.141, -0.082, 0.106, -0.128, -0.317, -0.097, 0.005, -0.008, -0.174, -0.039, -0.087, -0.078, -0.027, -0.101, 0.109, 0.091, 0.101, 0.108, 0.107, 0.105, 0.100, 0.120, 0.118, 0.112, 0.101, 0.102, 0.092, 0.630, -0.677, -0.095, -0.005, -0.372, -0.074, -0.134, -0.182, -0.138, -0.084, 0.105, 0.114, 0.130, 0.111]}


# 3
{"formula": "C29H43F18N2O12S", "method": "wB97M-V/def2-TZVPD", "charge": -1, "homo_ev": -1.624, "energy_ev": -118061.6476, "lumo_ev": 1.54, "gap_ev": 3.163, "e_above_lowest_kcal_mol": 238.0, "species": ["C", "N", "C", "N", "C", "C", "C", "S", "H", "H", "H", "H", "H", "H", "H", "H", "H", "H", "H", "H", "H", "C", "C", "O", "C", "O", "C", "F", "F", "F", "H", "H", "H", "H", "H", "C", "C", "O", "C", "O", "C", "F", "F", "F", "H", "H", "H", "H", "H", "C", "C", "O", "C", "O", "C", "F", "F", "F", "H", "H", "H", "H", "H", "C", "C", "O", "C", "O", "C", "F", "F", "F", "H", "H", "H", "H", "H", "C", "C", "O", "C", "O", "C", "F", "F", "F", "H", "H", "H", "H", "H", "C", "C", "O", "C", "O", "C", "F", "F", "F", "H", "H", "H", "H", "H"], "coordinates": [[5.0178, 2.9471, 0.1351], [5.1156, 3.9111, -1.0370], [3.9847, 3.7243, -2.0309], [2.8510, 4.7166, -1.8979], [2.1324, 4.5996, -0.5719], [1.5220, 3.1158, -0.2373], [0.8142, 2.3616, -1.5280], [1.5047, 0.5922, -1.7358], [6.0252, 2.8191, 0.7329], [4.2020, 3.3415, 0.9120], [4.5806, 1.9052, -0.2484], [6.0536, 3.6790, -1.4821], [3.5736, 2.6048, -2.0571], [4.4536, 3.9045, -3.1142], [2.8777, 4.9752, 0.2778], [1.2387, 5.3902, -0.6022], [0.6662, 3.2611, 0.5806], [2.2905, 2.3665, 0.2416], [-0.3427, 2.1952, -1.2881], [0.9527, 2.9637, -2.5468], [2.8890, 0.6298, -1.4023], [-4.0369, -0.5007, -3.9656], [-3.0528, 0.2189, -4.8691], [-3.2701, 1.6377, -4.8231], [-2.7089, 2.2995, -3.7616], [-2.0571, 1.7501, -2.8786], [-2.9746, 3.8014, -3.8656], [-4.2678, 4.0874, -4.1946], [-2.2010, 4.3945, -4.8200], [-2.7245, 4.4699, -2.7040], [-5.0655, -0.2238, -4.2188], [-3.9278, -1.5848, -4.0597], [-3.8832, -0.2270, -2.9172], [-3.2123, -0.0935, -5.9070], [-2.0154, -0.0266, -4.6149], [0.8060, -0.7384, 5.7673], [1.0214, -1.3543, 4.3973], [1.4989, -0.3672, 3.4699], [2.8433, -0.1017, 3.5111], [3.6263, -0.6479, 4.2823], [3.2197, 0.9246, 2.4423], [2.3543, 1.9787, 2.3943], [3.2264, 0.3828, 1.1904], [4.4584, 1.4622, 2.6306], [0.1436, 0.1306, 5.6991], [0.3665, -1.4667, 6.4546], [1.7499, -0.3855, 6.1943], [0.0661, -1.7216, 4.0064], [1.7023, -2.2119, 4.4412], [7.8378, 8.8699, -4.7051], [6.5014, 8.1612, -4.8250], [6.4850, 6.9750, -4.0157], [6.2166, 7.1576, -2.6837], [6.0029, 8.2521, -2.1715], [6.1804, 5.8138, -1.9555], [7.2195, 4.9986, -2.2993], [5.0426, 5.1126, -2.2286], [6.2330, 5.9397, -0.5990], [8.6590, 8.1861, -4.9434], [7.8831, 9.7283, -5.3811], [8.0063, 9.2246, -3.6835], [6.3483, 7.8409, -5.8615], [5.6673, 8.8232, -4.5661], [5.5248, -5.9518, 6.2043], [4.4584, -6.9067, 5.7004], [3.2075, -6.6602, 6.3613], [2.4548, -5.6288, 5.8620], [2.7947, -4.9296, 4.9124], [1.1340, -5.5122, 6.6231], [1.2945, -5.5989, 7.9756], [0.2562, -6.4989, 6.2818], [0.4884, -4.3332, 6.3951], [5.6066, -6.0067, 7.2948], [6.4968, -6.1890, 5.7630], [5.2757, -4.9154, 5.9563], [4.7464, -7.9364, 5.9391], [4.3443, -6.8484, 4.6120], [-3.0938, -1.1716, 2.2399], [-2.5580, -2.5005, 1.7404], [-3.5156, -3.1401, 0.8823], [-3.5386, -2.7122, -0.4200], [-2.8061, -1.8343, -0.8659], [-4.5633, -3.5091, -1.2276], [-5.7527, -3.6548, -0.5745], [-4.1274, -4.7711, -1.5068], [-4.8605, -2.9351, -2.4281], [-4.0677, -1.3057, 2.7219], [-2.4022, -0.7199, 2.9565], [-3.2425, -0.4701, 1.4131], [-2.3944, -3.1723, 2.5902], [-1.5940, -2.3834, 1.2324], [-7.7624, -4.8705, -1.7228], [-8.8288, -5.8253, -2.2267], [-10.0797, -5.5789, -1.5658], [-10.8324, -4.5475, -2.0651], [-10.4925, -3.8483, -3.0147], [-12.1532, -4.4308, -1.3040], [-11.9927, -4.5176, 0.0485], [-13.0310, -5.4176, -1.6453], [-12.7988, -3.2519, -1.5320], [-7.6806, -4.9254, -0.6323], [-6.7904, -5.1077, -2.1640], [-8.0116, -3.8341, -1.9708], [-8.5408, -6.8551, -1.9880], [-8.9430, -5.7671, -3.3151]], "lowdin_charge": [-0.143, -0.165, -0.363, -0.156, -0.350, -0.270, -0.524, 0.524, 0.083, 0.068, 0.060, 0.111, 0.075, 0.135, 0.082, 0.091, 0.097, 0.035, 0.056, 0.079, -0.154, -0.072, -0.203, 0.007, -0.313, 0.135, -0.467, 0.130, 0.145, 0.145, 0.085, 0.070, 0.069, 0.124, 0.131, -0.061, -0.212, 0.014, -0.315, 0.136, -0.468, 0.125, 0.107, 0.129, 0.083, 0.071, 0.079, 0.115, 0.114, -0.075, -0.218, 0.006, -0.304, 0.132, -0.432, 0.120, -0.122, 0.131, 0.079, 0.076, 0.075, 0.123, 0.126, -0.063, -0.212, 0.008, -0.322, 0.147, -0.467, 0.140, 0.143, 0.135, 0.083, 0.084, 0.080, 0.125, 0.127, -0.056, -0.211, 0.007, -0.318, 0.158, -0.457, 0.112, 0.142, 0.131, 0.082, 0.077, 0.082, 0.123, 0.130, -0.073, -0.201, 0.010, -0.325, 0.145, -0.470, 0.138, 0.140, 0.140, 0.086, 0.076, 0.086, 0.127, 0.127]}


# 4
{"formula": "C21H22N2O5", "method": "wB97M-V/def2-TZVPD", "homo_ev": -7.857, "energy_ev": -35350.2084, "lumo_ev": 0.40, "gap_ev": 8.260, "e_above_lowest_kcal_mol": 89.9, "species": ["C", "O", "C", "C", "C", "C", "O", "C", "C", "C", "C", "C", "O", "N", "C", "C", "C", "O", "C", "C", "N", "O", "C", "C", "C", "C", "C", "C", "H", "H", "H", "H", "H", "H", "H", "H", "H", "H", "H", "H", "H", "H", "H", "H", "H", "H", "H", "H", "H", "H"], "coordinates": [[0.6133, -3.7309, 3.2212], [1.4950, -3.5327, 2.1446], [0.9683, -3.2438, 0.9199], [-0.3672, -3.0945, 0.6523], [-0.8183, -2.7917, -0.6441], [0.0633, -2.6381, -1.6795], [-0.2810, -2.3439, -2.9784], [-1.6285, -2.0895, -3.2709], [-2.1355, -0.8597, -2.5877], [-1.4876, 0.2367, -2.0944], [-2.5380, 1.0311, -1.5592], [-2.4072, 2.3630, -0.9021], [-3.1199, 3.3080, -1.1490], [-1.3777, 2.4020, -0.0226], [-1.0585, 3.5819, 0.7520], [0.3768, 4.0458, 0.4902], [0.6784, 5.2603, 1.3721], [0.4967, 4.9729, 2.7381], [-0.8280, 4.5897, 3.0216], [-1.2321, 3.3297, 2.2521], [-3.6890, 0.4361, -1.7303], [-3.4511, -0.7357, -2.3565], [1.4606, -2.7848, -1.4414], [2.4058, -2.6338, -2.4749], [3.7433, -2.7791, -2.2273], [4.1932, -3.0829, -0.9356], [3.2981, -3.2343, 0.0877], [1.9153, -3.0894, -0.1360], [-0.0677, -4.5676, 3.0345], [1.2428, -3.9637, 4.0787], [0.0299, -2.8294, 3.4361], [-1.1105, -3.2051, 1.4255], [-1.8825, -2.6891, -0.7862], [-1.6604, -1.9484, -4.3574], [-2.2735, -2.9421, -3.0160], [-0.4401, 0.4498, -2.1265], [-0.8398, 1.5686, 0.1580], [-1.7643, 4.3523, 0.4217], [0.5078, 4.3091, -0.5595], [1.0710, 3.2404, 0.7414], [1.7211, 5.5666, 1.2684], [0.0279, 6.0976, 1.0748], [-0.8635, 4.4158, 4.0989], [-1.5186, 5.4091, 2.7683], [-2.2673, 3.0730, 2.4779], [-0.5877, 2.5021, 2.5583], [2.0458, -2.4025, -3.4650], [4.4596, -2.6618, -3.0271], [5.2515, -3.1979, -0.7535], [3.6299, -3.4692, 1.0867]], "lowdin_charge": [-0.084, -0.089, -0.226, -0.008, -0.006, -0.215, -0.039, -0.111, -0.246, 0.061, -0.191, -0.434, 0.093, 0.107, -0.320, -0.113, -0.211, -0.134, -0.210, -0.112, 0.138, 0.029, -0.083, -0.011, -0.075, -0.075, -0.009, -0.082, 0.097, 0.094, 0.096, 0.104, 0.114, 0.148, 0.144, 0.127, 0.146, 0.152, 0.122, 0.122, 0.126, 0.129, 0.125, 0.129, 0.124, 0.122, 0.113, 0.103, 0.103, 0.114]}


# 5
{"formula": "C16H17NO", "method": "wB97M-V/def2-TZVPD", "homo_ev": -7.504, "energy_ev": -20403.6203, "lumo_ev": 0.64, "gap_ev": 8.148, "e_above_lowest_kcal_mol": 50.9, "species": ["C", "C", "C", "N", "C", "C", "C", "C", "C", "C", "H", "H", "H", "H", "H", "H", "H", "H", "H", "C", "C", "C", "C", "C", "O", "C", "C", "H", "H", "H", "H", "H", "H", "H", "H"], "coordinates": [[-1.9039, -0.7621, -2.7489], [-2.7783, -0.2701, -1.7049], [-4.0122, 0.1792, -2.0990], [-4.6435, 0.5932, -0.9862], [-3.9107, 0.4563, 0.2178], [-4.1756, 0.8114, 1.5116], [-3.0774, 0.5324, 2.3999], [-1.8412, 0.1211, 1.9312], [-1.5388, -0.0640, 0.6370], [-2.6038, -0.0247, -0.2712], [-1.3543, 0.0363, -3.3839], [-2.4484, -1.4181, -3.4436], [-1.0028, -1.2208, -2.4463], [-4.5196, 0.2180, -3.0216], [-5.5259, 0.9719, -1.0665], [-5.1444, 1.3229, 1.8648], [-3.2528, 0.6851, 3.4492], [-1.1463, -0.0175, 2.7375], [-0.4798, -0.2457, 0.4054], [3.8158, 0.2582, 3.0209], [3.7055, 0.1004, 1.5540], [3.1722, 1.0759, 0.6639], [3.1737, 0.8092, -0.7161], [3.6180, -0.4065, -1.2050], [3.5130, -0.7363, -2.5036], [4.1286, -1.3487, -0.2949], [4.2254, -1.0817, 1.0566], [4.0223, 1.4074, 3.3470], [4.7177, -0.1860, 3.5122], [2.8412, -0.0134, 3.4942], [2.6144, 1.9826, 0.9737], [2.8499, 1.4743, -1.5775], [3.0148, -1.6010, -2.6201], [4.6014, -2.1945, -0.8033], [4.6286, -1.7818, 1.7944]], "lowdin_charge": [-0.088, -0.245, -0.064, 0.052, -0.175, -0.024, -0.093, -0.144, -0.045, -0.081, 0.108, 0.083, 0.045, 0.121, 0.115, 0.132, 0.088, 0.097, 0.117, -0.095, -0.321, -0.027, -0.030, -0.382, 0.017, -0.023, -0.063, 0.121, 0.080, 0.083, 0.118, 0.138, 0.148, 0.118, 0.117]}